1.
Here is a structure of composition C17H26BCl5F4NO6PS3Tl from OMol25. Energies are from ωB97M-V/def2-TZVPD.

Results
HOMO level (alpha / beta)   -11.4 / -10.4 eV
F_max   0.7 eV/Å
Charge   +1
LUMO level (alpha / beta)   -5.10 / -5.43 eV

CARTESIAN COORDINATES (ANGSTROEM)
Tl1 0.217 0.279 -0.236
C1 3.053 1.745 1.845
C2 3.801 0.531 1.296
S1 2.728 -0.865 0.895
C3 3.446 -1.476 -0.640
C4 3.742 -0.450 -1.737
S2 2.460 0.775 -2.112
C5 3.223 2.322 -1.539
C6 2.440 3.191 -0.555
S3 1.693 2.451 0.899
H1 3.770 2.548 2.033
H2 2.588 1.502 2.801
H3 4.508 0.200 2.058
H4 4.378 0.788 0.414
H5 2.716 -2.217 -0.967
H6 4.366 -2.014 -0.408
H7 3.899 -1.008 -2.661
H8 4.669 0.089 -1.550
H9 3.375 2.924 -2.433
H10 4.207 2.073 -1.152
H11 1.588 3.645 -1.056
H12 3.096 3.998 -0.221
Cl1 -4.216 0.573 -6.101
C7 -3.618 0.213 -4.565
C8 -2.328 -0.370 -4.444
Cl2 -1.396 -0.683 -5.840
C9 -1.852 -0.670 -3.204
Cl3 -0.306 -1.362 -2.960
C10 -2.620 -0.387 -2.004
O1 -2.173 -0.668 -0.877
C11 -3.933 0.207 -2.176
Cl4 -4.829 0.524 -0.768
C12 -4.417 0.485 -3.422
Cl5 -5.966 1.179 -3.620
N1 -2.474 -3.249 0.222
C13 -1.401 -3.979 -0.529
C14 -0.101 -3.209 -0.235
O2 0.906 -3.481 -0.864
O3 -0.276 -2.301 0.658
H13 -3.070 -2.679 -0.373
H14 -1.795 -2.572 0.754
H15 -3.046 -3.836 0.819
H16 -1.603 -3.995 -1.596
H17 -1.319 -4.999 -0.165
F1 -1.067 4.239 -1.740
B1 -1.013 2.879 -1.938
F2 -1.348 2.194 -0.701
F3 0.312 2.447 -2.264
F4 -1.903 2.429 -2.930
C15 -2.806 0.620 2.312
O4 -1.834 -0.219 2.984
P1 -0.290 0.024 2.616
O5 0.409 -0.943 3.670
C16 0.294 -2.377 3.732
O6 0.100 1.431 3.240
C17 -0.117 1.740 4.640
H18 -3.786 0.229 2.568
H19 -2.670 0.591 1.230
H20 -2.722 1.647 2.665
H21 0.795 -2.832 2.883
H22 -0.757 -2.668 3.763
H23 0.773 -2.677 4.658
H24 -0.049 2.818 4.732
H25 0.648 1.258 5.242
H26 -1.102 1.399 4.955

Results of the natural (NBO) charge analysis, in e, for atoms 1 through 2: 0.81 -0.56



2.
Here is a structure of composition C17H26Br33N2 from OMol25. Energies are from ωB97M-V/def2-TZVPD.

Results
HOMO level   -11.3 eV
F_max   2.0 eV/Å
Charge   +1
LUMO level   -2.82 eV

CARTESIAN COORDINATES (ANGSTROEM)
C1 -3.807 5.891 2.858
N1 -2.884 6.437 1.799
C2 -1.822 5.455 1.430
C3 -1.002 4.863 2.666
C4 0.325 5.610 3.184
C5 1.316 4.358 3.546
N2 0.520 3.092 3.212
C6 -0.294 3.553 2.011
H1 -3.829 4.742 2.732
H2 -3.354 6.178 3.875
H3 -4.871 6.296 2.757
H4 -3.487 6.503 0.954
H5 -1.120 5.971 0.694
H6 -2.331 4.559 0.904
H7 -1.547 4.530 3.608
H8 0.196 6.112 4.199
H9 0.875 6.208 2.384
H10 2.211 4.248 2.837
H11 1.766 4.330 4.590
H12 -0.085 2.999 4.052
H13 1.066 2.219 3.113
H14 -0.980 2.790 1.523
H15 0.515 4.046 1.365
C7 -2.894 1.104 4.122
Br1 -2.729 2.630 5.309
Br2 -1.483 -0.193 4.424
Br3 -4.655 0.299 4.224
H16 -2.773 1.477 3.106
C8 1.070 4.366 -2.072
Br4 1.232 5.884 -0.874
Br5 2.493 3.079 -1.792
Br6 -0.684 3.540 -1.955
H17 1.177 4.746 -3.087
C9 -0.999 -0.370 -0.677
Br7 -2.551 0.138 0.371
Br8 0.653 0.247 0.133
Br9 -0.961 -2.274 -1.027
H18 -1.088 0.131 -1.641
C10 -5.260 -3.174 1.842
Br10 -3.497 -3.150 2.653
Br11 -5.169 -3.514 -0.066
Br12 -6.449 -4.416 2.741
H19 -5.683 -2.179 1.969
C11 2.491 9.945 -0.974
Br13 1.619 8.961 0.454
Br14 4.285 9.287 -1.306
Br15 1.419 9.965 -2.590
H20 2.585 10.977 -0.638
C12 2.500 -5.034 -1.294
Br16 0.809 -5.980 -1.198
Br17 2.524 -3.753 -2.750
Br18 2.954 -4.200 0.399
H21 3.270 -5.778 -1.500
C13 6.078 -7.802 -1.433
Br19 6.583 -8.744 0.185
Br20 4.223 -8.123 -1.904
Br21 6.468 -5.904 -1.315
H22 6.687 -8.204 -2.241
C14 1.899 1.364 -5.494
Br22 0.960 1.206 -7.184
Br23 2.238 -0.371 -4.694
Br24 3.526 2.407 -5.668
H23 1.244 1.906 -4.814
C15 -5.180 -1.010 -3.507
Br25 -4.208 0.618 -3.089
Br26 -6.439 -0.742 -4.957
Br27 -3.981 -2.494 -3.858
H24 -5.761 -1.270 -2.623
C16 -2.555 -8.855 -0.694
Br28 -3.540 -9.814 -2.062
Br29 -0.750 -9.535 -0.494
Br30 -2.572 -6.939 -1.006
H25 -3.069 -9.029 0.251
C17 7.287 -12.594 -2.051
Br31 5.588 -11.759 -1.629
Br32 8.289 -11.561 -3.354
Br33 8.332 -12.945 -0.455
H26 7.066 -13.557 -2.508

Results of the Löwdin charge analysis, in e, for atoms 1 through 2: -0.14 -0.14



3.
Here is a structure of composition C17H26Cl3Ge2N3SSiV from OMol25. Energies are from ωB97M-V/def2-TZVPD.

Results
HOMO level (alpha / beta)   -14.5 / -14.5 eV
<S²>   0.886
2S+1   2
F_max   1.9 eV/Å
Charge   +2
LUMO level (alpha / beta)   -6.65 / -7.03 eV

CARTESIAN COORDINATES (ANGSTROEM)
V1 -0.918 0.169 0.632
N1 0.520 0.140 2.815
N2 -0.167 0.765 3.851
C1 -1.084 1.658 3.524
N3 -1.756 2.274 4.469
S1 -1.343 2.084 1.870
H1 0.723 -0.811 3.089
H2 1.394 0.617 2.625
H3 0.139 0.656 4.801
H4 -1.608 2.094 5.450
H5 -2.467 2.941 4.218
C2 2.133 -2.738 -4.678
C3 2.471 -1.480 -4.189
C4 2.598 -1.283 -2.823
C5 2.376 -2.343 -1.940
C6 2.066 -3.613 -2.440
C7 1.950 -3.809 -3.807
Si1 2.474 -2.103 -0.164
C8 3.341 -0.618 0.470
C9 4.512 -0.769 1.220
C10 5.224 0.346 1.652
C11 4.777 1.624 1.341
C12 3.609 1.795 0.598
C13 2.905 0.679 0.168
H6 2.021 -2.888 -5.747
H7 2.653 -0.657 -4.875
H8 2.887 -0.305 -2.448
H9 1.927 -4.454 -1.765
H10 1.724 -4.794 -4.197
H11 2.618 -3.295 0.685
H12 4.885 -1.762 1.462
H13 6.131 0.215 2.231
H14 5.344 2.489 1.666
H15 3.255 2.791 0.348
H16 2.023 0.824 -0.446
Cl1 -1.152 -0.417 -3.102
Ge1 -0.848 1.046 -1.598
Cl2 -0.139 2.768 -2.586
Cl3 0.314 -1.674 0.500
C14 -5.558 -0.488 -0.907
Ge2 -4.280 0.707 -0.103
C15 -3.767 2.171 -1.284
C16 -4.929 1.377 1.593
C17 -2.567 -0.335 0.119
H17 -6.437 0.082 -1.219
H18 -5.876 -1.241 -0.182
H19 -5.140 -0.993 -1.782
H20 -4.617 2.835 -1.451
H21 -3.454 1.790 -2.262
H22 -2.967 2.772 -0.836
H23 -5.951 1.733 1.439
H24 -4.325 2.204 1.960
H25 -4.959 0.574 2.333
H26 -2.686 -1.352 -0.296

Results of the natural (NBO) charge analysis, in e, for atoms 1 through 2: 0.44 -0.65



4.
Here is a cluster of 2 separate species, C17H26F3NO2 in total from OMol25. Energies are from ωB97M-V/def2-TZVPD.

Results
HOMO level   -5.2 eV
F_max   2.8 eV/Å
LUMO level   -0.91 eV

CARTESIAN COORDINATES (ANGSTROEM)
C1 0.077 2.734 0.865
C2 1.496 2.413 0.754
C3 1.845 1.014 0.606
C4 0.854 -0.074 0.569
C5 1.254 -1.573 0.354
C6 1.664 -1.917 -1.119
N1 2.450 -0.864 -1.820
C7 3.884 -0.846 -1.369
C8 4.719 0.344 -1.979
C9 4.074 1.038 -3.250
C10 2.985 0.180 -4.030
C11 2.523 -1.136 -3.307
C12 -0.549 0.274 0.721
C13 -0.947 1.692 0.873
H1 -0.177 3.820 0.945
H2 2.311 3.170 0.753
H3 2.923 0.733 0.486
H4 1.980 -1.937 1.135
H5 0.310 -2.155 0.562
H6 2.309 -2.841 -1.085
H7 0.758 -2.141 -1.734
H8 2.026 0.081 -1.766
H9 3.974 -0.885 -0.249
H10 4.355 -1.794 -1.754
H11 4.966 1.130 -1.216
H12 5.706 -0.080 -2.308
H13 3.665 2.061 -3.031
H14 4.916 1.212 -3.975
H15 2.138 0.878 -4.273
H16 3.394 -0.137 -5.031
H17 1.470 -1.336 -3.655
H18 3.154 -2.020 -3.552
H19 -1.358 -0.500 0.722
H20 -2.005 2.026 0.974
C14 -3.906 1.131 3.298
C15 -5.076 0.468 4.007
O1 -6.083 0.004 3.135
C16 -5.868 -1.253 2.425
O2 -5.508 -2.215 3.228
C17 -4.910 -1.087 1.193
F1 -5.098 0.114 0.569
F2 -5.155 -2.023 0.247
F3 -3.590 -1.159 1.473
H21 -4.250 1.754 2.469
H22 -3.339 1.754 3.999
H23 -3.214 0.392 2.902
H24 -5.565 1.230 4.623
H25 -4.733 -0.306 4.701
H26 -6.849 -1.370 1.918

Results of the natural (NBO) charge analysis, in e, for atoms 1 through 2: -0.21 -0.22



5.
Here is a structure of composition C17H26F6N4OSSbSe2Zn from OMol25. Energies are from ωB97M-V/def2-TZVPD.

Results
HOMO level (alpha / beta)   -15.4 / -15.4 eV
<S²>   0.757
2S+1   2
F_max   0.7 eV/Å
Charge   +2
LUMO level (alpha / beta)   -7.38 / -10.02 eV

CARTESIAN COORDINATES (ANGSTROEM)
Zn1 -0.461 -0.010 0.255
N1 -1.635 1.821 0.463
C1 -2.763 1.816 1.427
C2 -3.774 0.722 1.125
C3 -3.271 -0.704 1.295
N2 -2.260 -1.069 0.264
H1 -1.066 2.648 0.620
H2 -2.007 1.971 -0.478
H3 -3.269 2.783 1.419
H4 -2.356 1.674 2.431
H5 -4.180 0.851 0.118
H6 -4.614 0.853 1.809
H7 -4.116 -1.391 1.231
H8 -2.823 -0.829 2.287
H9 -2.657 -0.824 -0.649
H10 -2.138 -2.077 0.247
Se1 -0.215 -2.623 2.713
Se2 1.836 -2.419 1.762
C4 1.380 -3.202 0.069
C5 2.049 -4.320 -0.386
C6 1.702 -4.789 -1.651
C7 0.734 -4.112 -2.365
C8 0.135 -2.982 -1.813
N3 0.448 -2.521 -0.599
C9 -0.140 -0.851 3.478
C10 -0.186 -0.661 4.844
C11 -0.025 0.640 5.309
C12 0.203 1.653 4.396
C13 0.215 1.350 3.041
N4 0.018 0.118 2.572
H11 2.801 -4.811 0.215
H12 2.183 -5.670 -2.056
H13 0.429 -4.438 -3.350
H14 -0.614 -2.436 -2.368
H15 -0.316 -1.492 5.523
H16 -0.054 0.846 6.371
H17 0.369 2.671 4.720
H18 0.391 2.115 2.296
F1 -0.752 0.456 -1.873
Sb1 -2.015 0.847 -3.369
F2 -1.533 -0.877 -3.961
F3 -0.551 1.603 -4.257
F4 -2.324 2.439 -2.399
F5 -3.236 1.191 -4.712
F6 -3.308 0.017 -2.233
O1 1.384 0.747 0.001
S1 1.609 1.908 -1.005
C14 2.179 1.121 -2.540
C15 3.568 1.677 -2.831
C16 4.257 1.810 -1.476
C17 3.254 2.543 -0.591
H19 1.435 1.277 -3.317
H20 2.215 0.062 -2.273
H21 3.490 2.654 -3.311
H22 4.104 1.022 -3.516
H23 5.195 2.358 -1.534
H24 4.471 0.823 -1.060
H25 3.224 3.611 -0.814
H26 3.380 2.409 0.482

Results of the natural (NBO) charge analysis, in e, for atoms 1 through 2: 1.69 -0.97



> Number 5 is which compound?

C17H26F6N4OSSbSe2Zn